# 1
ORCA calculation (the ωB97M-V functional and the def2-TZVPD basis) on a 2-piece molecular cluster, CH2BrClO overall in a non-equilibrium geometry.

The geometry in XYZ format:
```
6
Properties=species:S:1:pos:R:3:forces:R:3:mulliken_charge:R:1
C -1.425 -0.624 0.230 4.90 1.85 0.21 0.039
O 0.403 -0.060 -1.400 -1.71 0.46 1.82 -0.700
Cl -1.795 -2.188 -0.132 0.02 -0.44 0.22 -0.004
Br -2.594 0.701 0.003 -1.07 0.83 -0.43 0.113
H -0.512 -0.216 0.891 -2.07 -1.96 -1.57 0.316
H 0.595 -0.821 -1.940 -0.07 -0.74 -0.25 0.236
```
Forces are in eV/Å.

Values from the calculation:
- E_tot (Ha) = -3148.57830
- lowest unoccupied orbital energy (spin up / spin down) (eV) = -1.80 / -1.80
- energy relative to the best compared isomer or geometry (same formula, charge and spin) (kcal per mole) = 94.9
- multiplicity = 1
- Kohn-Sham gap (spin up / spin down) (Eh) = 0.2584 / 0.2589

=====

# 2
ORCA calculation (the ωB97M-V functional and the def2-TZVPD basis) on C20H31AsN2O6PtS3Si2 as an isolated structure in a non-equilibrium geometry.

The geometry in XYZ format:
```
66
Properties=species:S:1:pos:R:3:forces:R:3:mulliken_charge:R:1
Pt 0.226 -0.770 1.056 1.09 0.08 -0.31 1.267
S 0.076 -2.966 2.087 -0.63 -0.02 -0.27 -0.411
C -1.557 -3.265 1.739 1.31 0.06 0.62 0.457
N -2.686 -3.440 1.565 -0.78 -0.09 -0.31 -0.683
C -0.482 5.232 0.244 -1.73 0.48 0.66 -1.380
C 0.292 4.121 0.840 1.80 -1.18 -0.53 0.909
C 1.111 3.292 0.025 0.41 0.10 2.54 -0.876
C 1.930 2.317 0.652 -1.15 0.37 -1.44 -0.172
C 1.867 2.065 2.007 -0.81 0.56 0.79 0.047
C 1.047 2.870 2.829 0.51 0.36 -1.76 -0.721
C 0.320 3.890 2.234 -0.78 0.29 -0.71 -0.372
S 2.688 0.658 2.697 1.34 0.01 -0.13 1.252
O 4.131 0.954 2.660 -1.37 -0.38 0.21 -0.773
O 2.091 0.436 4.004 0.32 0.02 -0.56 -0.733
O 2.380 -0.425 1.694 -0.38 -0.04 0.25 -0.782
H -0.903 5.017 -0.725 0.06 -0.53 -0.54 0.311
H 0.063 6.172 0.078 0.03 -0.19 0.57 0.396
H -1.406 5.368 0.865 0.91 0.56 -0.46 0.201
H 1.214 3.434 -1.032 -0.23 0.09 -0.43 0.387
H 2.484 1.692 -0.037 0.32 -0.21 0.36 0.288
H 1.015 2.779 3.883 0.00 -0.53 0.81 0.528
H -0.366 4.503 2.822 0.32 -0.12 0.07 0.334
C -0.069 -4.737 -1.433 0.54 0.56 0.39 -1.135
Si -0.229 -3.000 -2.165 -0.04 0.60 -0.81 0.607
C 0.039 -3.128 -4.093 0.32 -1.44 1.24 -1.317
C -2.065 -2.559 -2.127 0.10 -0.47 0.90 -1.355
As 1.092 -1.132 -1.450 -0.61 -0.57 0.31 -0.510
Si 3.045 -2.411 -1.217 -0.22 -1.01 -0.23 0.681
C 4.474 -1.274 -0.942 -0.65 0.09 1.05 -1.093
C 3.513 -3.454 -2.831 0.56 0.34 0.29 -1.102
C 2.937 -3.658 0.183 1.40 -0.59 0.87 -0.867
H -0.707 -5.427 -1.972 -0.36 -0.14 -0.03 0.422
H -0.259 -4.761 -0.345 -0.09 0.00 -0.51 0.214
H 0.957 -5.062 -1.588 0.16 -0.19 0.00 0.326
H 0.107 -4.228 -4.332 -0.17 1.09 -0.16 0.261
H 0.907 -2.614 -4.455 0.70 0.08 -0.07 0.337
H -0.795 -2.649 -4.563 -0.74 0.00 -0.40 0.433
H -2.575 -3.239 -2.827 -0.06 0.49 0.07 0.396
H -2.191 -1.507 -2.346 -0.21 0.26 -0.60 0.280
H -2.510 -2.707 -1.133 0.07 -0.23 -0.11 0.414
H 4.759 -0.924 -1.905 0.33 0.95 -0.71 0.302
H 5.307 -1.802 -0.525 0.61 -0.52 0.25 0.368
H 4.192 -0.516 -0.187 0.17 -0.01 -0.66 0.196
H 3.238 -2.886 -3.746 0.25 -0.35 0.47 0.273
H 3.078 -4.474 -2.914 0.12 0.65 0.18 0.288
H 4.646 -3.568 -2.805 -1.25 0.11 -0.10 0.336
H 2.909 -3.249 1.226 -0.09 0.01 -1.03 0.249
H 3.899 -4.289 0.153 -1.27 0.61 -0.10 0.257
H 2.069 -4.304 0.060 0.16 -0.09 0.10 0.253
N -1.858 -0.496 0.728 -1.53 0.67 0.83 -0.222
C -2.430 0.872 0.898 -0.12 -0.95 1.21 0.400
C -2.971 1.226 2.164 0.46 0.98 -2.53 -0.797
C -3.500 2.508 2.306 -0.31 -0.69 1.19 -0.330
C -3.575 3.401 1.284 0.02 0.52 -2.32 -0.187
C -3.070 3.015 0.034 -0.01 0.05 -0.21 -0.449
C -2.488 1.750 -0.168 -0.32 1.15 0.47 -0.509
S -4.511 4.977 1.323 0.50 -1.02 2.90 1.270
O -5.574 4.779 0.365 -0.38 0.06 -0.23 -0.684
O -3.534 5.983 0.958 0.11 0.41 -0.34 -0.693
O -4.917 5.045 2.755 0.07 0.09 -1.73 -0.751
H -2.164 -0.877 -0.153 0.22 0.11 -0.65 -0.178
H -2.380 -1.116 1.371 0.50 0.36 -0.08 0.311
H -3.080 0.515 2.929 0.23 -0.81 0.98 0.533
H -3.959 2.814 3.229 -0.07 -0.06 0.38 0.525
H -3.187 3.738 -0.793 0.19 -0.60 0.38 0.361
H -2.103 1.491 -1.136 0.19 -0.20 -0.26 0.414
```
Forces are in eV/Å.

Values from the calculation:
- E_tot (Ha) = -5470.47424
- lowest unoccupied orbital energy (spin up / spin down) (eV) = 4.32 / 3.37
- total charge = -2
- multiplicity = 3
- Kohn-Sham gap (spin up / spin down) (Eh) = 0.2449 / 0.2564
- <S²> = 2.0124

=====

# 3
ORCA calculation (the ωB97M-V functional and the def2-TZVPD basis) on a 2-piece molecular cluster, C3H13N2O overall in a non-equilibrium geometry.

The geometry in XYZ format:
```
19
Properties=species:S:1:pos:R:3:forces:R:3:mulliken_charge:R:1
C 0.109 -0.871 -1.059 0.43 0.33 0.79 -0.703
C 0.928 0.409 -1.345 -0.30 -1.18 -1.36 -0.603
C -0.015 1.561 -1.647 0.10 1.27 1.98 -0.486
N -1.049 1.597 -0.524 0.05 0.61 -1.24 -0.697
N -0.394 -0.852 0.395 0.32 0.59 -0.83 -0.256
H -0.695 -0.749 -1.777 -0.54 -0.85 0.33 0.387
H 0.658 -1.800 -1.169 -0.02 0.05 -0.35 0.407
H 1.680 0.667 -0.603 -0.04 -0.10 0.09 0.337
H 1.417 0.111 -2.282 0.44 0.38 0.23 0.323
H -0.497 1.622 -2.619 0.11 -0.63 -0.13 0.349
H 0.529 2.502 -1.536 0.19 -0.15 -0.31 0.383
H -1.144 2.570 -0.234 0.09 -0.27 0.24 0.240
H -1.927 1.429 -1.001 -0.37 -0.20 0.35 0.242
H -1.294 -1.268 0.618 -0.07 -0.33 -0.40 0.317
H -0.532 0.182 0.454 -0.35 0.26 0.74 0.437
H 0.292 -1.224 1.058 0.01 0.21 0.10 0.330
H 0.022 -2.103 3.807 -0.70 -0.39 -0.20 0.311
H 1.245 -1.351 3.908 0.31 0.41 -0.52 0.321
O 0.553 -1.528 3.254 0.35 -0.01 0.50 -0.639
```
Forces are in eV/Å.

Values from the calculation:
- E_tot (Ha) = -306.61168
- lowest unoccupied orbital energy (eV) = -2.81
- energy relative to the best compared isomer or geometry (same formula, charge and spin) (kcal per mole) = 15.1
- total charge = +1
- multiplicity = 1
- Kohn-Sham gap (Eh) = 0.4325